C14H102N2O39PSSi | wB97M-V/def2-TZVPD

Computed properties:
Molar mass, g/mol: 1014.1
Net charge: +1
E, a.u.: -4666.8955
Frontier orbital gap, eV: 6.95

```
160
Properties=species:S:1:pos:R:3:lowdin_charge:R:1
C -1.51 4.27 -0.89 -0.180
C -0.06 4.18 -1.65 -0.440
P 0.37 2.45 -2.35 0.960
C 1.99 2.64 -3.40 -0.315
C 0.67 1.17 -0.91 -0.510
C -0.33 -0.14 -1.17 -0.197
C 0.17 -1.68 -1.00 0.014
C -0.76 -3.04 -1.20 0.028
C -2.33 -2.63 -1.61 -0.008
C -2.61 -1.03 -1.78 -0.115
N -1.73 0.15 -1.59 0.033
C 0.12 1.66 0.59 -0.381
S 1.53 2.71 1.22 0.894
C 2.77 1.52 0.38 -0.379
Si 4.55 1.44 1.10 0.534
C 5.91 1.25 -0.27 -0.180
C 4.77 3.08 2.16 -0.207
C 4.69 -0.02 2.41 -0.194
N 2.15 0.87 -0.66 0.012
H -2.22 3.39 -1.22 0.080
H -2.05 5.33 -1.00 0.089
H -1.29 4.16 0.28 0.065
H 0.78 4.55 -0.89 0.060
H -0.09 5.01 -2.52 0.107
H 2.78 3.36 -2.85 0.053
H 2.50 1.57 -3.43 0.046
H 1.77 3.01 -4.50 0.065
H 1.30 -1.84 -0.68 0.087
H -0.39 -4.14 -1.03 0.102
H -3.16 -3.46 -1.77 0.096
H -3.73 -0.77 -2.10 0.136
H 0.11 0.64 1.19 0.110
H -0.99 2.02 0.68 0.115
H 6.96 1.30 0.25 0.056
H 5.74 0.22 -0.82 0.028
H 5.79 2.13 -1.03 0.036
H 4.40 2.88 3.28 0.067
H 4.22 4.00 1.69 0.038
H 5.93 3.34 2.27 0.048
H 5.69 0.16 3.02 0.039
H 4.78 -1.07 1.91 0.061
H 3.80 0.03 3.20 0.053
H 2.76 0.19 -1.22 0.162
O 7.61 0.30 3.75 -0.074
H 8.29 0.69 3.17 0.020
H 8.13 -0.17 4.42 0.055
O 1.53 2.17 5.13 -0.055
H 1.13 3.04 5.04 -0.006
H 2.03 2.05 4.30 -0.005
O -5.14 -2.36 0.45 -0.062
H -4.27 -2.35 0.03 -0.015
H -5.67 -2.93 -0.13 0.026
O -8.04 -1.38 1.48 -0.057
H -7.11 -1.64 1.44 0.009
H -8.04 -0.60 2.06 0.045
O 8.24 2.51 1.87 -0.068
H 8.06 3.19 2.54 0.054
H 8.80 2.96 1.22 0.016
O 4.78 -1.45 -2.19 -0.075
H 4.16 -2.11 -2.54 0.043
H 5.42 -1.98 -1.69 0.053
O 6.69 4.03 -2.03 -0.070
H 5.80 4.22 -2.35 0.030
H 7.16 3.73 -2.82 0.021
O 0.49 5.22 4.04 -0.051
H 0.09 6.10 3.95 0.031
H 0.99 5.11 3.21 0.038
O -3.85 -5.19 -0.51 -0.084
H -4.47 -5.85 -0.85 0.032
H -3.20 -5.71 0.00 0.030
O -2.74 -1.05 1.78 -0.053
H -3.63 -0.86 1.46 0.013
H -2.27 -1.35 0.99 0.005
O -3.28 -4.72 2.44 -0.053
H -4.21 -4.73 2.71 0.053
H -3.03 -3.79 2.51 0.032
O 10.15 3.94 -0.07 -0.056
H 10.49 4.45 -0.82 0.057
H 10.94 3.68 0.42 0.053
O 0.18 8.37 4.43 -0.063
H 0.39 8.69 5.32 0.014
H 0.62 9.00 3.84 0.052
O 1.69 -1.87 2.47 -0.065
H 1.90 -1.55 3.37 0.044
H 2.13 -1.23 1.89 -0.011
O -4.40 -6.43 -2.92 -0.048
H -4.18 -7.31 -3.25 0.064
H -3.86 -5.84 -3.46 0.052
O -8.81 -1.90 4.46 -0.071
H -9.71 -1.71 4.14 0.042
H -8.34 -2.20 3.67 0.006
O 7.11 3.87 -5.18 -0.063
H 6.22 4.06 -5.50 0.025
H 7.58 3.57 -5.97 0.054
O -2.68 5.04 4.73 -0.048
H -1.80 5.06 4.31 0.013
H -3.20 4.47 4.15 0.064
O -4.01 7.69 3.96 -0.079
H -3.58 6.87 4.24 -0.016
H -4.50 7.97 4.75 0.039
O -0.96 3.44 6.10 -0.057
H -1.14 4.12 6.76 0.051
H -0.41 3.89 5.45 -0.027
O -3.10 4.05 -3.94 -0.064
H -2.37 3.57 -3.53 0.000
H -3.12 4.90 -3.47 0.003
O -7.66 -4.07 -0.71 -0.057
H -7.23 -4.90 -0.43 0.002
H -8.15 -3.79 0.08 0.040
O -0.47 -5.15 -4.02 -0.063
H -0.65 -4.47 -3.35 -0.007
H 0.09 -4.70 -4.67 0.017
O -4.47 6.07 -2.37 -0.057
H -5.25 5.52 -2.20 0.063
H -4.34 6.56 -1.54 0.051
O -1.45 -0.41 -5.01 -0.072
H -1.85 -0.70 -4.18 -0.009
H -1.31 0.54 -4.89 0.022
O 2.40 -4.18 -5.16 -0.067
H 2.62 -5.06 -5.49 0.050
H 2.94 -3.59 -5.70 0.035
O -1.89 -7.30 4.32 -0.052
H -2.30 -6.43 4.23 0.026
H -1.40 -7.42 3.50 0.055
O 5.02 2.49 -6.37 -0.064
H 5.43 1.86 -5.76 0.065
H 4.07 2.33 -6.26 0.051
O -4.54 1.81 2.08 -0.062
H -5.16 1.15 1.74 0.030
H -3.90 1.29 2.58 0.027
O -4.61 -7.03 5.94 -0.063
H -3.68 -7.29 5.91 -0.018
H -4.61 -6.25 6.52 0.046
O -7.20 -6.90 0.43 -0.052
H -7.82 -7.56 0.09 0.058
H -6.56 -7.42 0.93 0.052
O -1.74 5.44 -6.60 -0.072
H -2.15 5.16 -5.76 -0.005
H -1.61 6.40 -6.48 0.036
O 1.70 -3.96 -8.22 -0.056
H 0.77 -3.97 -7.94 0.054
H 1.96 -3.03 -8.14 0.047
O -3.37 -10.31 5.06 -0.071
H -4.30 -10.32 5.34 0.042
H -3.11 -9.37 5.14 -0.016
O 3.91 4.44 -8.29 -0.057
H 4.33 3.81 -7.68 -0.017
H 2.96 4.27 -8.18 0.039
O 0.67 7.84 7.11 -0.052
H 0.05 7.18 6.76 0.041
H 1.31 7.32 7.61 0.061
O 2.59 -7.15 -8.21 -0.071
H 2.19 -6.27 -8.30 -0.001
H 3.09 -7.27 -9.04 0.042
O -1.47 -6.59 -1.08 -0.064
H -2.36 -6.40 -1.39 -0.008
H -1.00 -6.89 -1.87 0.047
O -2.35 -8.62 7.52 -0.058
H -1.68 -8.23 6.94 0.030
H -1.84 -9.10 8.19 0.051
```